# 1
Density functional theory data (the ωB97M-V functional and the def2-TZVPD basis) for a molecular structure, C6H6 at a distorted geometry.

Computed properties:
LUMO energy	-0.206	eV
orbital gap	0.3267	Ha

Atoms and positions in Å:
C 0.72 1.66 -0.67
C -0.54 0.81 -0.46
C -0.35 -0.47 0.32
C -0.28 -1.70 0.58
C -0.19 -2.97 0.95
C -0.08 -4.16 1.35
H 0.50 2.48 -1.37
H 1.06 2.11 0.27
H 1.53 1.07 -1.09
H -0.94 0.52 -1.44
H -1.34 1.41 0.00
H -0.08 -0.77 1.54

Here are the Mulliken charges for atoms 1 to 4, given in e:
1. C -1.027
2. C -0.343
3. C 0.226
4. C 0.896

---

# 2
Density functional theory data (the ωB97M-V functional and the def2-TZVPD basis) for a single C6H6 molecule at a distorted geometry.

Computed properties:
LUMO energy	-1.102	eV
orbital gap	0.2110	Ha

Atoms and positions in Å:
C 0.69 0.70 -0.72
C 0.02 -0.15 -1.63
C 0.53 -0.92 -0.41
C -0.08 -0.97 0.89
C -0.46 0.28 1.33
C -0.15 1.28 0.41
H 1.71 1.05 -0.86
H -1.00 -0.41 -1.88
H 1.32 -1.60 -0.72
H -0.62 -1.83 1.28
H -1.13 0.47 2.17
H -0.82 2.09 0.13

Here are the Mulliken charges for atoms 1 to 4, given in e:
1. C -0.161
2. C -0.482
3. C -0.335
4. C -0.358

---

# 3
Density functional theory data (the ωB97M-V functional and the def2-TZVPD basis) for 3 unconnected molecules or ions with the total composition C6H6.

Computed properties:
structure (SMILES)	C#C.C#C.C#C
LUMO energy	1.109	eV
orbital gap	0.4366	Ha

Atoms and positions in Å:
C 1.57 -1.27 -0.08
C 1.36 -2.46 -0.09
H 1.72 -0.21 -0.08
H 1.18 -3.51 -0.09
C -1.89 -0.75 0.09
C -2.80 0.04 0.15
H -1.06 -1.42 0.03
H -3.61 0.74 0.21
C 0.31 1.99 -0.01
C 1.44 2.39 -0.06
H -0.69 1.60 0.03
H 2.44 2.76 -0.10

Here are the Mulliken charges for atoms 1 to 4, given in e:
1. C -0.118
2. C -0.319
3. H 0.036
4. H 0.401

---

One value per record, in order, for HOMO energy: -9.0967 -6.8437 -10.7712 eV.
One value per record, in order, for energy above the lowest of the compared OMol25 structures with the same formula, charge and spin: 159.9 147.4 154.7 kcal/mol.